{
  "formula": "C3HCl3F2",
  "method": "ωB97M-V with the def2-TZVPD basis set",
  "e_homo_ha": -0.3918,
  "energy_ev": -46126.81198,
  "relative_energy_kj_mol": 167.3,
  "orbital_gap_ev": 10.90,
  "multiplicity": 1,
  "elements": ["F", "C", "Cl", "C", "Cl", "C", "F", "Cl", "H"],
  "coordinates": [[-0.02, -1.30, 1.45], [-0.38, -0.76, 0.31], [-1.62, -1.46, -0.49], [0.56, -0.21, -0.66], [2.42, -0.01, -0.48], [-0.22, 0.67, 0.29], [0.30, 1.05, 1.44], [-1.30, 1.96, -0.28], [0.26, 0.06, -1.57]],
  "nbo_charge": [-0.27, 0.20, 0.09, -0.23, -0.04, 0.30, -0.29, 0.00, 0.24]
}

---

{
  "formula": "C3HClF2O",
  "method": "ωB97M-V with the def2-TZVPD basis set",
  "e_homo_ha": -0.3833,
  "energy_ev": -23129.04257,
  "relative_energy_kj_mol": 126.5,
  "orbital_gap_ev": 9.16,
  "multiplicity": 1,
  "elements": ["O", "C", "C", "F", "C", "F", "Cl", "H"],
  "coordinates": [[-1.52, -0.74, -1.84], [-1.14, -0.04, -0.74], [0.01, -0.49, 0.10], [0.42, -1.77, -0.01], [0.90, 0.27, 0.81], [2.07, -0.28, 1.14], [0.95, 2.12, 0.85], [-1.70, 0.93, -0.31]],
  "nbo_charge": [-0.49, 0.31, 0.18, -0.29, 0.40, -0.28, -0.01, 0.18]
}

---

{
  "formula": "C3HClF2OS",
  "method": "ωB97M-V with the def2-TZVPD basis set",
  "e_homo_ha": -0.3735,
  "energy_ev": -33966.41190,
  "relative_energy_kj_mol": 0.0,
  "orbital_gap_ev": 10.15,
  "multiplicity": 1,
  "elements": ["O", "C", "S", "C", "Cl", "C", "F", "F", "H"],
  "coordinates": [[-0.67, -1.60, 0.00], [-0.78, -0.39, 0.00], [-2.38, 0.42, 0.00], [0.38, 0.52, 0.00], [0.17, 2.23, 0.00], [1.64, 0.03, 0.00], [2.70, 0.79, 0.00], [1.95, -1.23, 0.01], [-3.00, -0.75, 0.00]],
  "nbo_charge": [-0.53, 0.39, -0.01, -0.35, 0.06, 0.82, -0.27, -0.26, 0.15]
}